This record from OMol25 describes an isolated molecule of C6H7IN2 at a distorted geometry. The level of theory is ωB97M-V with the def2-TZVPD basis set.

Last column: Löwdin charge in e.
Positions of all 16 atoms, in Å:
C: 0.778 -1.573 -0.990  0.00
C: 0.437 -2.705 -0.135  -0.18
C: -0.029 -0.616 -0.516  -0.26
C: -0.274 0.858 -0.638  -0.27
C: -0.575 1.452 0.661  -0.04
C: -1.884 -0.572 1.134  -0.57
N: -0.444 -2.508 0.757  0.10
N: -0.839 -1.222 0.482  -0.23
I: -3.587 -0.022 0.027  0.79
H: 1.617 -1.708 -1.746  0.13
H: 0.963 -3.583 -0.172  0.07
H: 0.688 1.342 -0.955  0.13
H: -1.041 1.115 -1.540  0.14
H: 0.217 1.532 1.429  0.08
H: -1.059 2.398 0.653  0.05
H: -1.929 -0.525 2.227  0.05

Computed properties:
ΔE to the lowest compared entry with this formula, charge and spin = 2.6718 eV
F_max = 0.0644 hartree/bohr
2S+1 = 1
DFT total energy = -639.87237 a.u.
Frontier orbital gap (alpha / beta) = 8.1 / 8.1 eV
Lowest unoccupied orbital energy (alpha / beta) = -0.2 / 0.1 eV